[1]
Below is a molecular structure, C18H39AlN3O25S at a distorted geometry, with properties calculated with the ωB97M-V functional and the def2-TZVPD basis.

The geometry in XYZ format:
```
87
Properties=species:S:1:pos:R:3:forces:R:3:lowdin_charge:R:1
S -0.678 -0.031 -0.218 1.263 -0.837 2.459 0.232
Al -1.455 0.122 -3.427 0.455 0.310 0.153 1.290
O -2.099 0.142 -0.508 -0.959 0.465 0.177 -0.165
O 3.008 -6.005 3.103 -1.493 1.426 0.026 -0.012
O 3.650 -0.789 -4.966 -1.557 1.769 1.231 0.016
O -0.388 1.649 4.925 2.744 0.325 1.266 0.083
O 3.374 0.972 -3.650 0.543 0.083 0.709 0.039
O -0.104 1.148 -0.892 0.191 0.354 -0.952 -0.117
O 0.781 -6.305 2.655 0.605 0.592 0.031 0.145
O -6.673 0.122 -3.454 1.040 0.428 0.620 0.011
O -2.835 -3.447 3.809 0.477 0.314 -1.332 0.080
O -6.104 -0.381 -1.369 0.425 1.287 -2.564 0.010
O 1.688 4.485 1.313 -2.023 -0.178 1.500 0.026
O -4.278 -3.226 2.233 -0.308 -0.728 -0.950 0.074
O -4.439 -0.048 -2.977 -1.187 0.208 0.670 -0.017
O 0.702 4.644 -3.062 -0.006 -0.209 -0.132 0.047
O -0.183 2.722 -3.925 -1.166 -0.283 0.647 -0.003
O 1.514 -0.202 -4.245 1.945 0.113 0.062 0.000
O 0.585 4.838 3.178 -0.123 -0.046 -0.579 0.112
O 2.705 -2.812 -0.332 1.059 1.577 -0.933 0.074
O -0.245 -0.134 1.167 -0.890 -0.104 -1.788 -0.227
O 1.042 2.565 6.541 0.821 -1.988 -1.953 -0.001
O -0.273 -1.183 -1.065 0.321 0.192 -0.373 -0.140
O 1.903 1.757 4.697 -0.984 -0.374 1.571 -0.002
O 4.043 -1.233 -1.111 -0.215 -0.427 -0.548 0.093
O 1.183 4.050 -5.091 -0.818 0.922 0.939 0.028
O 1.929 -4.432 2.072 -1.262 1.500 0.267 0.023
N 0.745 4.260 2.131 2.857 0.373 -0.624 -0.410
N -3.247 -2.918 2.780 -1.301 0.108 1.888 -0.445
N 3.239 -1.692 -0.338 -0.763 -1.923 1.515 -0.415
C 2.747 -0.006 -4.272 -1.141 -1.406 -0.445 -0.519
C 3.045 -6.951 4.164 1.535 -2.032 -0.915 -0.054
C 0.986 3.212 -6.209 -0.130 -1.176 -0.572 -0.035
C 0.444 3.757 -4.005 1.984 -0.289 -0.958 -0.594
C -6.511 0.283 -4.906 0.049 -0.902 0.280 0.006
C -0.022 2.906 7.370 -2.102 1.637 -0.240 -0.071
C 0.742 1.915 5.365 -1.538 0.901 -0.082 -0.504
C 1.984 0.859 3.598 0.456 0.450 -0.326 -0.062
C 2.758 1.631 -2.504 -0.928 -0.014 -0.347 0.018
C 3.164 -2.011 -5.497 -0.523 -1.332 -0.494 -0.056
C -5.626 -0.058 -2.634 0.018 -0.886 0.056 -0.495
C -2.727 -1.590 2.421 0.592 0.228 0.784 0.037
C 2.870 -0.822 0.804 0.121 0.554 -0.164 0.035
C -0.075 3.081 1.826 -1.066 0.937 -0.759 0.037
C 0.688 -3.789 1.675 -1.101 -0.887 -1.624 -0.044
C -5.162 -0.597 -0.343 0.002 -1.888 0.892 -0.080
C 1.787 -5.642 2.609 0.315 -1.202 0.859 -0.574
C 0.026 4.504 -1.817 -0.981 0.289 0.588 -0.022
H -0.063 3.029 0.740 0.403 -0.669 0.195 0.054
H 0.210 5.394 -1.218 0.164 0.106 -0.406 0.108
H 0.688 -2.710 1.532 1.191 -0.115 0.294 0.049
H -4.471 -1.395 -0.622 0.827 0.695 -0.545 0.093
H 1.400 2.227 -5.992 0.188 -0.005 -0.096 0.088
H 4.108 -6.979 4.401 -0.113 0.315 0.487 0.094
H 2.436 0.024 0.271 -0.061 0.305 0.636 0.074
H -1.684 -1.602 2.731 -0.052 0.435 -0.371 0.089
H 2.443 -6.907 5.071 -0.378 0.948 -0.426 0.104
H 0.327 2.240 2.386 -0.360 0.047 -0.225 0.065
H 2.918 -7.936 3.713 -0.537 -0.127 0.143 0.094
H 0.406 -4.219 0.712 0.356 0.158 -0.393 0.102
H 0.320 3.670 -1.181 0.455 -0.279 -0.600 0.055
H 2.744 -2.678 -4.743 0.245 0.253 0.403 0.098
H 3.990 -2.534 -5.976 0.236 0.353 0.271 0.102
H -0.480 3.788 6.917 -0.240 0.137 -0.007 0.097
H 0.278 3.270 8.351 0.595 -0.698 -0.088 0.101
H 1.111 0.262 3.336 -0.408 0.504 0.363 0.079
H -1.045 4.429 -2.007 -0.031 -0.011 0.061 0.107
H -0.838 2.185 7.405 0.437 -0.409 0.194 0.098
H -5.590 0.721 -5.288 0.082 0.353 0.789 0.087
H 2.253 1.575 2.822 0.206 -0.779 -0.690 0.094
H 2.785 0.149 3.805 0.180 0.226 -0.023 0.102
H -0.065 3.035 -6.441 -0.098 0.351 0.143 0.099
H 2.618 0.990 -1.634 0.286 -0.575 -0.387 0.064
H 2.384 -1.965 -6.257 -0.011 0.862 -0.020 0.093
H -3.310 -0.951 3.086 0.264 0.187 0.078 0.122
H -5.659 -1.203 0.416 -0.704 0.591 0.182 0.099
H 3.348 2.470 -2.138 0.408 -0.147 -0.722 0.119
H 3.790 -0.537 1.313 -0.038 0.095 -0.188 0.117
H -6.527 -0.730 -5.309 -0.260 0.043 -0.079 0.099
H -1.101 3.363 2.064 0.071 -0.412 0.630 0.119
H -2.967 -1.279 1.406 0.259 -0.548 -0.019 0.061
H -0.262 -3.969 2.181 0.710 -0.633 1.348 0.087
H 2.183 -1.294 1.502 0.068 -0.102 -0.410 0.072
H -7.377 0.846 -5.247 0.112 -0.074 0.212 0.100
H -4.744 0.279 0.150 0.085 0.126 -0.596 0.099
H 1.469 3.633 -7.089 0.109 0.230 0.375 0.108
H 1.769 1.985 -2.791 0.100 0.028 -0.047 0.057
```
Positions in Å, forces in eV/Å.

Properties
Lowest unoccupied orbital energy, eV: -10.43
Charge: +1
DFT total energy, eV: -92364.3894
E_HOMO, Eh: -0.456

***

[2]
Below is a molecular structure, C18H39BrIrN2OSi4Te at a distorted geometry, with properties calculated with the ωB97M-V functional and the def2-TZVPD basis.

The geometry in XYZ format:
```
67
Properties=species:S:1:pos:R:3:forces:R:3:lowdin_charge:R:1
Ir 0.054 1.903 2.011 0.933 -0.945 2.385 0.697
Te -0.925 0.179 0.282 -0.642 0.196 0.435 0.510
Br -0.704 3.489 -1.209 -0.130 0.254 0.091 0.789
Si 1.770 -0.167 -2.941 0.102 -0.306 -0.056 0.406
Si 0.336 -1.326 -1.355 0.692 -0.186 -0.037 0.124
Si -1.634 -2.303 -2.444 -0.374 0.028 0.148 0.404
Si 1.602 -2.997 -0.155 0.109 -0.262 0.031 0.391
O 1.106 0.086 3.062 -0.516 1.401 -1.333 -0.109
N 0.767 -1.510 4.586 0.232 0.077 -0.042 0.209
N -0.402 3.981 1.493 -1.430 -0.310 0.011 -0.122
C -0.833 0.302 4.485 0.111 0.029 -0.307 -0.188
C -2.455 5.893 1.613 0.593 -0.461 -0.009 0.025
C -0.595 4.761 2.583 0.027 -0.230 0.020 -0.094
C 2.209 -4.208 -1.497 -0.173 0.367 0.455 -0.211
C 3.492 0.255 -2.226 -0.653 -0.108 -0.168 -0.207
C 0.484 -3.930 1.086 0.328 0.410 -0.449 -0.212
C 0.977 1.380 -3.709 0.143 -0.443 0.276 -0.211
C 3.128 -2.313 0.770 -0.576 -0.095 -0.342 -0.201
C -1.169 4.289 0.432 0.556 -0.678 -0.408 -0.728
C -0.949 1.735 3.973 0.702 0.063 -1.633 -0.212
C -1.765 6.496 3.956 -0.040 -0.036 0.135 -0.031
C -2.846 -2.975 -1.125 0.482 0.330 -0.369 -0.217
C -2.457 -0.865 -3.392 0.278 -0.473 0.299 -0.215
C 0.427 -0.363 3.991 -0.634 -0.612 0.654 -0.536
C -1.170 -3.738 -3.611 0.059 0.555 0.388 -0.200
C -1.592 5.708 2.700 -0.086 0.220 -0.266 -0.238
C 1.996 -1.492 -4.289 -0.054 0.498 0.356 -0.212
C -2.210 5.192 0.447 -0.073 0.382 0.209 -0.081
H 0.095 1.129 -4.289 -0.194 -0.135 -0.109 0.022
H 3.443 0.788 -1.282 -0.067 0.093 0.194 0.021
H -1.991 2.059 3.987 0.175 0.080 -0.236 0.060
H 3.636 -3.108 1.312 -0.026 -0.194 0.037 0.031
H 2.968 -3.756 -2.124 0.167 0.155 -0.103 0.015
H 4.040 0.883 -2.925 0.002 0.093 -0.173 0.029
H 0.096 4.596 3.399 -0.055 -0.131 0.132 0.121
H 1.070 -4.580 1.730 0.206 -0.090 0.050 0.026
H -0.428 -3.449 -4.347 0.172 0.101 -0.143 0.009
H 0.673 2.095 -2.954 0.035 0.097 0.191 -0.072
H -2.089 7.510 3.738 0.035 0.077 0.010 0.090
H -3.268 6.599 1.666 -0.124 0.112 0.040 0.132
H -0.360 2.394 4.620 0.057 0.149 -0.164 0.056
H -2.452 -3.850 -0.618 0.176 -0.136 0.079 0.016
H 2.650 -5.092 -1.048 0.095 -0.188 0.177 0.032
H -1.954 -0.663 -4.332 0.195 0.020 -0.187 0.020
H 2.691 -1.145 -5.047 0.181 0.120 -0.181 0.034
H 1.606 -1.996 4.309 -0.059 0.023 -0.092 0.130
H -1.674 -0.303 4.133 0.069 0.016 -0.036 0.127
H -0.844 0.260 5.582 -0.061 0.043 -0.122 0.127
H -0.235 -4.555 0.567 -0.161 -0.084 -0.142 0.016
H 1.404 -4.539 -2.143 -0.217 -0.046 -0.121 0.007
H 4.084 -0.643 -2.074 0.022 -0.203 0.046 0.016
H -3.495 -1.082 -3.625 -0.190 -0.157 -0.016 0.029
H -0.070 -3.243 1.720 -0.107 0.175 0.090 0.005
H 1.059 -1.718 -4.787 -0.251 -0.005 -0.105 0.012
H -0.775 -4.590 -3.067 0.066 -0.123 0.197 0.017
H -2.795 5.355 -0.444 0.002 -0.038 -0.063 0.113
H 3.848 -1.890 0.076 0.083 0.099 -0.147 0.011
H -2.532 6.033 4.576 -0.020 0.015 0.109 0.095
H 2.861 -1.538 1.483 -0.106 0.157 0.114 0.005
H -0.840 6.535 4.524 0.041 0.045 0.096 0.086
H -3.792 -3.267 -1.575 -0.102 -0.001 -0.217 0.031
H 0.216 -1.897 5.332 0.004 0.058 0.043 0.124
H -2.043 -4.085 -4.154 -0.286 0.043 -0.039 0.034
H -3.063 -2.226 -0.370 -0.024 0.139 0.123 -0.006
H 2.387 -2.421 -3.889 0.082 -0.183 0.147 0.009
H -2.441 0.049 -2.806 0.023 0.152 0.153 0.005
H 1.673 1.889 -4.371 0.195 -0.009 -0.104 0.036
```
Positions in Å, forces in eV/Å.

Properties
Lowest unoccupied orbital energy (alpha / beta), eV: -4.57 / -3.99
Charge: +1
DFT total energy, eV: -136007.7323
E_HOMO (alpha / beta), Eh: -0.360 / -0.367

***

[3]
Below is a molecular structure, C18H39GdNO6PS2 at a distorted geometry, with properties calculated with the ωB97M-V functional and the def2-TZVPD basis.

The geometry in XYZ format:
```
68
Properties=species:S:1:pos:R:3:forces:R:3:lowdin_spin:R:1
Gd -0.054 -13.016 5.283 0.142 0.115 -0.050 6.837
S 0.444 -16.053 5.483 -0.484 0.798 -0.083 -0.015
S -2.532 -14.430 4.793 0.444 -0.980 0.196 -0.015
P -1.565 -16.083 5.486 -0.188 -0.535 0.392 -0.002
O -2.127 -16.254 6.988 0.662 -0.052 -0.360 0.000
O 2.502 -13.243 5.043 0.411 0.158 0.803 -0.013
O 0.950 -12.986 2.781 1.480 0.032 -0.601 -0.016
O -1.974 -17.521 4.836 -0.034 1.048 -0.229 0.000
O 1.844 -10.795 4.545 0.412 0.260 0.039 -0.001
O -0.707 -11.053 3.633 0.414 1.184 0.118 -0.009
N -0.162 -11.749 6.863 0.620 0.167 -0.350 0.197
C -0.189 -9.700 3.840 -1.058 0.543 -1.780 -0.001
C 0.531 -12.071 1.803 0.267 1.027 -0.777 -0.001
C -3.133 -18.134 7.952 -0.522 -1.985 0.725 0.000
C -0.771 -11.482 2.291 -0.346 -1.442 0.170 -0.001
C -0.641 -18.205 7.608 0.430 -0.005 1.651 0.000
C 2.785 -14.023 3.913 -0.324 -0.202 -1.271 -0.001
C 0.873 -11.952 9.098 1.588 -0.669 1.220 -0.001
C -0.366 -11.730 8.284 -0.883 -1.310 -0.964 0.019
C 0.958 -9.711 4.799 0.504 0.344 0.927 0.005
C -1.542 -16.964 2.391 1.856 -1.324 1.993 0.000
C -1.133 -10.480 8.673 0.210 1.237 0.528 0.013
C 3.466 -12.259 5.454 -0.047 1.027 -1.458 -0.001
C 2.695 -10.962 5.676 0.862 -0.325 0.499 0.000
C -1.162 -13.029 8.655 -0.070 0.033 -1.386 0.004
C -3.825 -17.635 3.318 0.724 1.409 -0.384 0.000
C 2.335 -13.363 2.589 0.207 1.807 2.265 -0.001
C -1.864 -17.383 7.885 0.121 1.004 0.892 0.000
C -2.304 -17.851 3.432 -0.772 0.961 0.497 0.000
H -4.428 -18.054 4.154 0.521 0.151 -0.778 0.000
H -1.509 -12.318 2.309 0.275 0.632 -0.149 0.000
H 2.113 -11.150 6.599 -0.218 0.590 -0.490 0.000
H 1.317 -11.263 1.586 -0.871 -1.046 0.549 0.000
H -1.738 -16.982 8.916 0.160 0.482 -0.796 0.000
H 0.622 -9.947 5.811 -0.534 0.644 0.150 0.004
H -1.363 -17.454 1.440 -0.100 -0.307 -0.037 0.000
H -1.481 -13.077 9.683 0.066 -0.130 0.569 0.000
H 2.120 -14.901 3.973 0.669 0.045 0.335 0.000
H 0.105 -9.187 2.855 -0.227 -1.231 0.999 0.000
H -0.411 -13.817 8.404 -1.013 0.084 0.377 -0.001
H 4.235 -12.076 4.668 -0.498 -0.507 0.255 0.000
H 0.616 -11.917 10.164 0.137 0.297 0.031 0.000
H -0.555 -9.503 8.639 -0.216 -1.289 0.284 0.000
H 2.374 -14.080 1.844 0.243 -1.513 -1.702 0.000
H 2.990 -12.493 2.298 -0.870 -0.503 0.355 0.000
H -3.871 -16.507 3.307 -0.603 -1.115 0.302 0.000
H -2.030 -16.040 2.221 -0.630 0.891 -0.047 0.000
H -0.551 -18.588 6.647 -0.066 -0.538 -1.896 0.000
H 1.300 -12.980 8.994 -0.543 0.524 -0.338 0.000
H -2.044 -18.902 3.434 0.256 -0.150 -0.519 0.000
H -0.532 -16.736 2.877 -1.170 -0.248 -0.906 0.000
H 1.516 -8.747 4.742 -0.430 -0.426 0.094 0.000
H -1.986 -10.265 8.044 -0.201 -0.451 -0.511 0.000
H -2.990 -18.994 8.693 -0.473 1.136 -0.881 0.000
H 3.969 -12.524 6.371 0.089 -0.453 0.326 0.000
H -2.052 -13.153 8.009 0.397 0.100 0.259 0.000
H 0.274 -17.679 7.845 0.110 0.314 -0.077 0.000
H 0.296 -12.566 0.835 0.330 0.075 0.347 0.000
H -3.358 -18.557 6.983 -0.161 -0.256 -0.288 0.000
H -1.087 -10.724 1.592 -0.352 0.471 -0.057 0.000
H -0.644 -19.067 8.274 -0.242 -0.094 0.219 0.000
H 3.425 -10.104 5.838 -0.863 -0.793 -0.338 0.000
H -3.966 -17.493 8.243 0.118 -0.091 0.134 0.000
H -4.137 -17.940 2.310 -0.258 -0.245 0.384 0.000
H -1.071 -9.089 4.164 0.963 -0.446 0.303 0.000
H 3.852 -14.289 3.863 -0.358 -0.125 0.022 0.000
H 1.753 -11.336 8.934 -0.186 0.745 -0.170 0.000
H -1.555 -10.659 9.658 0.121 0.453 0.464 0.002
```
Positions in Å, forces in eV/Å.

Properties
2S+1: 8
Lowest unoccupied orbital energy (alpha / beta), eV: 0.26 / 0.26
Charge: 0
DFT total energy, eV: -84867.5884
E_HOMO (alpha / beta), Eh: -0.242 / -0.232

***

[4]
Below is 5 unconnected molecules or ions with the total composition C18H39NO4S2 at a distorted geometry, with properties calculated with the ωB97M-V functional and the def2-TZVPD basis.

The geometry in XYZ format:
```
64
Properties=species:S:1:pos:R:3:forces:R:3:lowdin_charge:R:1
S -0.045 -1.560 -4.408 -1.152 -3.600 -0.235 0.831
S 1.467 -0.805 1.146 -0.364 1.361 2.953 0.866
O -1.064 2.232 3.318 -0.062 1.499 -0.131 -0.218
O 0.053 -1.889 -5.861 -0.128 0.607 -0.293 -0.559
O 1.421 -1.422 2.592 0.680 0.345 -3.126 -0.559
O -0.524 -0.858 -0.948 0.159 0.177 -0.212 -0.525
N -1.179 2.823 -0.420 1.484 -1.523 0.379 -0.230
C -1.783 2.574 2.083 5.061 4.864 2.156 -0.123
C 1.429 -5.025 2.152 -5.611 -5.066 0.363 -0.047
C -0.023 2.389 -1.318 0.763 -1.286 -1.196 -0.134
C -1.881 2.402 4.513 0.229 -2.809 -0.865 -0.087
C 1.651 -6.391 2.438 -1.841 -1.703 -0.671 -0.034
C -1.385 4.331 -0.457 1.878 -0.482 -0.745 -0.160
C 1.601 -1.506 -3.812 1.336 0.222 -1.816 -0.270
C 0.475 -7.402 2.466 3.178 3.805 -0.270 -0.085
C -2.396 2.096 -0.832 -0.857 4.979 -2.364 0.020
C 0.025 -4.556 1.931 1.324 -4.913 1.244 -0.047
C 2.444 -1.779 0.003 -3.162 0.604 -0.838 -0.258
C -1.033 -5.456 2.061 5.847 -2.893 0.391 -0.012
C -0.754 -6.956 2.286 2.897 8.396 -0.898 -0.073
C -1.674 4.898 -1.836 1.283 0.218 -4.116 -0.095
C -0.448 0.137 -4.275 2.665 -1.456 -3.125 -0.241
C 1.324 3.106 -1.220 -5.992 5.550 1.108 -0.048
C -0.779 2.239 0.943 -3.988 4.234 0.656 -0.044
C 2.778 0.482 1.299 2.844 -5.655 -2.231 -0.221
H 2.376 -2.269 -3.921 -1.178 -0.830 -0.002 0.083
H -0.710 5.207 -2.434 -1.498 -0.391 1.524 0.106
H 0.604 -8.423 2.612 0.799 -1.585 0.367 0.068
H -1.965 -5.095 2.033 -3.562 0.951 -0.348 0.042
H 1.824 3.015 -0.374 1.465 -0.847 4.853 0.014
H 2.112 -4.335 2.028 3.813 3.117 -0.307 0.015
H 0.152 2.581 1.142 2.731 2.076 1.013 0.097
H -2.162 4.291 -2.730 0.494 0.637 2.506 0.118
H -0.444 -1.777 -0.626 -0.226 0.680 -0.311 -0.134
H -1.181 0.307 -4.967 -2.129 -0.018 -2.035 0.031
H 0.333 1.306 -1.051 -1.886 1.195 -0.591 0.138
H 1.918 2.593 -1.755 4.212 -3.086 -5.130 0.019
H 3.000 -2.308 0.619 4.258 -1.757 2.746 -0.007
H -1.150 2.523 5.343 -0.808 -0.679 -0.449 0.101
H -2.342 1.136 -0.669 0.899 -5.347 0.976 0.040
H -2.548 1.995 2.226 -5.033 -3.207 -0.743 0.054
H -2.278 5.813 -1.745 0.243 -0.345 0.072 0.077
H -2.569 1.466 4.480 1.289 1.198 1.019 0.121
H 2.100 -0.682 -4.254 0.366 1.253 -0.756 0.037
H -0.578 1.264 0.950 -0.242 -4.531 -1.049 0.065
H -2.593 3.198 4.577 -0.086 1.209 -0.689 0.059
H -0.443 2.432 -2.382 0.789 -0.148 1.518 0.135
H 0.433 0.479 -4.760 0.854 1.761 0.232 0.048
H 1.842 -2.592 -0.262 -1.869 -1.057 -0.866 0.030
H -0.411 4.807 -0.078 -1.767 -0.697 -0.105 0.159
H 1.385 4.234 -1.304 -0.307 -1.211 -0.983 0.114
H -2.260 4.540 0.098 -0.440 0.142 1.263 0.097
H 2.955 0.840 2.208 -0.327 1.656 4.034 -0.009
H -3.217 2.512 -0.297 -0.710 0.349 0.545 0.107
H -0.807 0.465 -3.417 -0.637 1.291 4.441 -0.025
H 3.811 -0.135 1.136 -2.206 1.471 0.113 0.113
H -2.602 2.254 -1.910 0.284 -0.004 0.631 0.117
H 2.611 -6.980 2.533 -0.754 1.617 -0.021 0.096
H -0.150 -3.587 1.666 -0.338 2.599 -0.364 0.043
H -2.091 3.724 2.268 0.583 -2.354 -1.175 0.169
H -1.567 -7.430 2.389 -5.767 -4.274 0.560 0.016
H 1.410 -1.232 -2.860 -0.150 0.614 3.788 -0.035
H 2.740 1.188 0.568 -0.319 2.043 -2.124 -0.020
H 2.778 -1.411 -0.933 0.687 1.039 -0.270 0.057
```
Positions in Å, forces in eV/Å.

Properties
Lowest unoccupied orbital energy, eV: -0.11
Charge: 0
DFT total energy, eV: -50635.2104
E_HOMO, Eh: -0.244